# 1
A 14-piece molecular cluster, C64H110N14 overall in a non-equilibrium geometry. Source: OMol25; level of theory: ωB97M-V with the def2-TZVPD basis set.

Each line ends with the Mulliken charge.
Geometry (Å):
N  -9.6447  3.7819  -0.4801  0.00
C  -9.2554  4.4852  -1.5773  -0.49
C  -7.8502  4.3945  -1.6599  -0.34
C  -7.4594  3.6158  -0.5818  -0.49
C  -8.5736  3.2138  0.1480  -0.45
H  -10.5978  3.7712  -0.1460  0.21
H  -9.9528  5.0213  -2.2039  0.36
H  -7.1480  4.9351  -2.2772  0.37
H  -6.4192  3.5202  -0.3074  0.39
H  -8.7932  2.7378  1.0923  0.45
N  -8.1314  -7.8450  2.4419  0.00
C  -7.3557  -8.9479  2.2218  -0.39
C  -6.1018  -8.4843  1.9424  -0.48
C  -6.1351  -7.0925  2.1090  -0.36
C  -7.3994  -6.6847  2.4906  -0.55
H  -9.1214  -7.9098  2.6307  0.19
H  -7.7466  -9.9520  2.2949  0.36
H  -5.2385  -9.1026  1.7451  0.40
H  -5.2887  -6.4356  1.9735  0.44
H  -7.8934  -5.7414  2.6712  0.39
N  -8.6924  0.6384  5.8301  0.01
C  -9.8635  1.3712  5.8342  -0.51
C  -10.7403  0.6966  4.9118  -0.44
C  -10.1543  -0.5526  4.5409  -0.29
C  -8.9412  -0.5433  5.1573  -0.57
H  -7.8791  0.8503  6.3902  0.22
H  -9.9984  2.3036  6.3623  0.38
H  -11.7669  0.9466  4.6886  0.39
H  -10.6033  -1.3085  3.9138  0.40
H  -8.2098  -1.3349  5.0876  0.42
N  -5.5219  -1.9375  -4.6908  -0.01
C  -5.1001  -3.1990  -4.9916  -0.44
C  -5.2633  -3.9682  -3.9102  -0.46
C  -5.7065  -3.1858  -2.7931  -0.38
C  -5.9138  -1.9082  -3.3386  -0.58
H  -5.5807  -1.1567  -5.3287  0.20
H  -4.7849  -3.3052  -6.0191  0.40
H  -5.1805  -5.0447  -3.8817  0.42
H  -5.7309  -3.5022  -1.7608  0.45
H  -6.1776  -1.0241  -2.7772  0.41
N  1.6567  -0.4088  4.8291  0.08
C  2.0483  -1.4456  5.6724  -0.47
C  2.5185  -0.8064  6.8228  -0.50
C  2.5089  0.5451  6.5912  -0.50
C  1.9313  0.7804  5.3610  -0.36
H  1.0652  -0.4866  4.0141  0.21
H  1.8431  -2.4608  5.3662  0.41
H  2.8714  -1.3377  7.6943  0.40
H  2.8610  1.3304  7.2437  0.38
H  1.5092  1.6530  4.8848  0.36
N  -1.2571  -8.5030  -3.8488  0.02
C  -1.7437  -9.7593  -3.7502  -0.41
C  -0.8361  -10.6781  -4.3375  -0.44
C  0.1829  -9.8589  -4.9102  -0.30
C  -0.0276  -8.5489  -4.4717  -0.57
H  -1.6771  -7.6734  -3.4545  0.20
H  -2.7036  -9.9293  -3.2852  0.38
H  -0.9847  -11.7326  -4.5172  0.37
H  0.9932  -10.2852  -5.4828  0.37
H  0.4862  -7.6245  -4.6903  0.38
N  2.0578  -8.2212  3.5978  0.00
C  1.8937  -8.6246  2.3271  -0.51
C  0.7126  -9.3521  2.2483  -0.40
C  0.0897  -9.2895  3.4522  -0.32
C  0.9279  -8.5431  4.3511  -0.54
H  2.8069  -7.6558  3.9710  0.20
H  2.6922  -8.4470  1.6220  0.40
H  0.3631  -9.9492  1.4191  0.41
H  -0.8833  -9.7089  3.6610  0.39
H  0.9201  -8.3373  5.4112  0.37
N  -6.5186  5.7971  8.1667  -0.06
C  -6.4639  5.3914  9.5219  -0.61
C  -5.8232  4.1608  9.6061  -0.26
C  -5.3469  3.7991  8.3292  -0.37
C  -5.7900  4.8332  7.4769  -0.51
H  -7.1505  6.4771  7.7686  0.24
H  -6.9089  5.9740  10.3148  0.36
H  -5.5968  3.5630  10.4767  0.38
H  -4.7369  2.9403  8.0909  0.45
H  -5.6758  5.0263  6.4205  0.38
N  -3.1734  -2.8524  6.6384  0.06
C  -4.2473  -3.6773  6.6710  -0.57
C  -4.9769  -3.2782  7.8002  -0.40
C  -4.4385  -2.1746  8.4550  -0.50
C  -3.2729  -1.9607  7.6732  -0.42
H  -2.4579  -2.8350  5.9258  0.19
H  -4.2764  -4.4672  5.9351  0.47
H  -5.8720  -3.7810  8.1353  0.37
H  -4.8306  -1.5844  9.2701  0.40
H  -2.4986  -1.2208  7.8125  0.41
N  1.2893  -3.0173  -8.0865  0.03
C  2.0344  -2.0876  -7.4432  -0.48
C  1.4294  -1.8022  -6.2655  -0.45
C  0.2948  -2.5978  -6.1971  -0.29
C  0.2319  -3.3736  -7.3580  -0.61
H  1.4734  -3.3034  -9.0375  0.20
H  2.8731  -1.6443  -7.9594  0.36
H  1.7198  -1.0735  -5.5232  0.41
H  -0.3797  -2.6255  -5.3540  0.44
H  -0.4770  -4.1257  -7.6714  0.37
C  9.9535  8.1001  2.4127  -1.42
C  9.1129  7.5992  1.2714  -0.31
N  8.1459  8.6104  0.8607  -0.03
C  8.7755  9.8115  0.2964  -0.31
C  7.8559  10.9174  -0.1951  -1.35
C  7.2072  7.9324  -0.1175  -0.47
C  5.9942  7.1528  0.5034  -1.20
H  10.5620  8.9603  2.1339  0.33
H  10.6856  7.3635  2.7436  0.43
H  9.4149  8.3570  3.3248  0.33
H  9.8304  7.3041  0.5058  0.34
H  8.6780  6.6750  1.6520  0.30
H  9.2682  10.3246  1.1223  0.30
H  9.4914  9.4619  -0.4476  0.35
H  7.5905  10.7589  -1.2404  0.32
H  6.8925  10.9723  0.3118  0.35
H  8.2832  11.9166  -0.1118  0.38
H  7.7426  7.2324  -0.7589  0.34
H  6.7905  8.6513  -0.8229  0.36
H  5.4089  7.9389  0.9806  0.28
H  6.3769  6.4643  1.2568  0.30
H  5.3527  6.7176  -0.2629  0.37
C  0.6516  0.5041  -0.0696  -1.29
C  -0.8457  0.3771  0.3124  -0.63
N  -1.1168  -0.8725  1.0292  0.53
C  -2.5557  -0.9250  1.4319  -0.53
C  -2.9637  0.1311  2.4370  -1.45
C  -0.7411  -2.0924  0.3211  -0.22
C  -0.4992  -3.3143  1.1805  -1.32
H  1.0251  -0.1624  -0.8471  0.30
H  1.2346  0.2748  0.8224  0.26
H  0.7995  1.5332  -0.3968  0.41
H  -1.0109  1.2460  0.9494  0.35
H  -1.5299  0.5819  -0.5110  0.40
H  -2.7962  -1.8283  1.9926  0.27
H  -3.2216  -0.9298  0.5690  0.44
H  -2.9702  1.1281  1.9964  0.34
H  -2.2870  0.2778  3.2787  0.29
H  -3.9928  0.1751  2.7936  0.43
H  -1.5287  -2.3701  -0.3794  0.30
H  0.1999  -1.9857  -0.2185  0.20
H  -0.5383  -4.2322  0.5938  0.38
H  0.4696  -3.3301  1.6797  0.29
H  -1.2650  -3.4455  1.9450  0.27
C  5.8762  -3.0608  -0.0198  -1.23
C  7.2590  -2.5257  -0.3858  -0.35
N  7.6784  -3.0149  -1.7756  -0.10
C  6.9144  -2.3199  -2.8508  -0.37
C  6.9708  -3.1625  -4.1508  -1.21
C  9.0634  -2.6084  -1.9734  -0.39
C  10.0497  -3.4901  -1.2288  -1.28
H  5.7477  -4.1396  -0.1076  0.29
H  5.0785  -2.5705  -0.5777  0.28
H  5.7317  -2.7402  1.0119  0.42
H  7.3854  -1.4431  -0.3694  0.34
H  7.8650  -2.9059  0.4366  0.28
H  5.8654  -2.1801  -2.5898  0.37
H  7.2695  -1.2947  -2.9551  0.27
H  6.3081  -2.6896  -4.8756  0.39
H  7.9732  -3.1695  -4.5790  0.31
H  6.7100  -4.2201  -4.1111  0.30
H  9.1716  -1.5416  -1.7776  0.36
H  9.2395  -2.7602  -3.0383  0.30
H  9.9903  -3.3426  -0.1505  0.30
H  11.0913  -3.2977  -1.4858  0.43
H  9.9970  -4.5519  -1.4696  0.30
C  2.1198  4.6190  -6.0374  -1.36
C  1.3792  5.7491  -6.7310  -0.25
N  2.2723  6.6816  -7.4380  0.02
C  3.2274  7.3697  -6.5426  -0.35
C  4.4609  7.8686  -7.3173  -1.20
C  1.5693  7.6789  -8.2584  -0.58
C  0.6984  7.0242  -9.3799  -1.36
H  1.4566  3.8131  -5.7233  0.40
H  2.7115  4.8241  -5.1453  0.35
H  2.8343  4.1125  -6.6864  0.34
H  0.7406  5.3613  -7.5247  0.28
H  0.7667  6.3416  -6.0515  0.28
H  2.8281  8.2676  -6.0710  0.27
H  3.5254  6.6941  -5.7408  0.29
H  5.0093  6.9811  -7.6330  0.28
H  4.1898  8.4824  -8.1763  0.28
H  5.1923  8.3871  -6.6974  0.40
H  2.1922  8.4912  -8.6327  0.41
H  0.9143  8.2551  -7.6049  0.36
H  -0.2022  6.5120  -9.0412  0.39
H  1.3281  6.4597  -10.0675  0.30
H  0.2754  7.8560  -9.9432  0.43

Results
HOMO: -7.958 eV
HOMO-LUMO gap: 8.1 eV
Spin multiplicity: 1

---

# 2
One molecule with the formula C8H12N2O2S in a non-equilibrium geometry. Source: OMol25; level of theory: ωB97M-V with the def2-TZVPD basis set.

Each line ends with the Mulliken charge.
Geometry (Å):
C  -0.4626  0.3217  1.8099  -0.90
C  -1.5197  -0.1243  1.1904  -0.32
C  1.0033  0.1292  1.4059  1.14
C  2.3386  -0.6648  3.2819  -0.35
C  -1.6115  -0.7745  -0.1727  -0.72
C  0.6589  1.5234  -0.5600  -0.37
C  -0.4428  -0.6033  -1.0768  0.42
C  -0.7742  -0.5968  -2.5575  -1.33
N  1.8502  0.2696  2.5957  -0.56
N  1.4634  1.1353  0.4249  -0.33
O  1.1883  -1.1050  0.8264  -0.41
O  0.7230  -2.9202  -0.8581  -0.56
S  1.0570  -1.5620  -0.7849  0.47
H  -0.5842  0.7084  2.8385  0.35
H  -2.5102  -0.1436  1.7752  0.32
H  2.6704  -0.3625  4.2623  0.30
H  2.2926  -1.6851  2.8391  0.23
H  -1.6600  -1.8195  0.1878  0.27
H  -2.5896  -0.5184  -0.6900  0.42
H  1.0101  1.6450  -1.6756  0.29
H  -0.3664  2.0576  -0.3895  0.30
H  0.0922  -1.0312  -2.9872  0.40
H  -0.9138  0.4656  -3.0653  0.24
H  -1.7212  -1.1060  -2.8921  0.35
H  2.4382  0.7974  0.0560  0.37

Results
HOMO (alpha / beta): -7.385 / -7.387 eV
HOMO-LUMO gap (alpha / beta): 7.9 / 7.9 eV
Spin multiplicity: 1

---

# 3
A 11-piece molecular cluster, C21H64N2O11 overall in a non-equilibrium geometry. Source: OMol25; level of theory: ωB97M-V with the def2-TZVPD basis set.

Each line ends with the Mulliken charge.
Geometry (Å):
N  9.2444  31.3121  -2.0293  -0.34
C  9.5264  30.6666  -0.8891  0.58
N  9.8336  29.3915  -1.1121  0.26
O  9.5966  31.1703  0.2088  -0.71
H  9.2431  32.3182  -2.0077  0.21
H  8.9982  30.7942  -2.8562  0.18
H  10.0220  28.9491  -1.9997  0.05
H  10.0957  28.8320  -0.3145  -0.14
C  9.1630  25.7377  -1.0342  2.20
C  9.3332  25.5007  0.4650  -0.86
O  10.7318  25.4868  0.8042  0.42
H  9.4533  24.8972  -1.6631  -0.47
H  9.6660  26.6400  -1.3805  -0.36
H  8.0926  25.9292  -1.1455  -0.90
H  8.9741  24.5030  0.7140  -0.16
H  8.8349  26.3416  0.9475  0.56
H  11.0895  26.3575  1.0273  -0.17
C  5.8111  24.6147  -2.7675  -0.61
C  5.3670  24.3922  -1.3236  -0.07
O  4.2946  25.3232  -1.0108  -0.59
H  5.9316  25.6928  -2.8888  0.02
H  5.0971  24.3144  -3.5359  0.49
H  6.7393  24.0916  -3.0006  0.13
H  6.1961  24.4674  -0.6220  -0.04
H  4.9533  23.3888  -1.2067  0.33
H  3.6385  25.0327  -1.6522  0.31
C  8.8736  21.0841  1.5246  -1.14
C  8.3744  21.5019  0.1487  0.84
O  6.9555  21.5320  0.1639  -0.60
H  8.2756  20.3136  2.0101  0.45
H  9.0766  21.8899  2.2308  0.19
H  9.8516  20.6354  1.3305  0.25
H  8.6969  20.8181  -0.6343  0.27
H  8.6942  22.5236  -0.0654  -0.56
H  6.6663  21.8192  1.0332  0.31
C  8.2828  27.2399  -4.6861  -0.69
C  9.6787  27.8370  -4.9974  -0.45
O  10.1699  28.5234  -3.8691  -0.40
H  7.5270  28.0165  -4.5710  0.37
H  8.2886  26.5723  -3.8226  -0.19
H  7.8902  26.5558  -5.4406  0.44
H  9.5467  28.5682  -5.7973  0.32
H  10.3769  27.0490  -5.2827  0.36
H  11.0837  28.7731  -4.0322  0.17
C  10.6592  25.5472  4.6629  -1.39
C  9.2815  25.4547  4.0076  0.56
O  8.2579  25.3711  4.9692  -0.57
H  10.7837  24.7220  5.3676  0.39
H  10.7705  26.4423  5.2785  0.49
H  11.5048  25.5310  3.9748  0.28
H  9.2265  24.6472  3.2786  -0.13
H  9.1710  26.4057  3.4780  0.07
H  8.5498  25.8943  5.7205  0.32
C  12.6208  20.9895  -1.8730  -1.25
C  12.5033  22.0960  -0.8270  -0.07
O  11.2331  22.6493  -0.8346  0.37
H  12.4023  21.3814  -2.8663  0.09
H  12.0987  20.0750  -1.5955  0.33
H  13.6803  20.7338  -1.9408  0.44
H  13.2674  22.8434  -1.0590  0.33
H  12.7872  21.7237  0.1603  0.20
H  11.1604  23.3422  -0.1714  -0.46
C  12.8124  27.2307  -1.0345  -0.34
C  12.9553  28.1876  0.1528  -0.50
O  11.9255  27.9693  1.1347  -0.42
H  11.8298  27.3362  -1.4931  -0.21
H  12.8613  26.2071  -0.6589  -0.05
H  13.5934  27.2762  -1.7921  0.53
H  12.8584  29.2531  -0.0745  0.35
H  13.9586  28.2253  0.5836  0.41
H  11.9735  28.5798  1.8740  0.20
C  11.0989  24.3253  -3.9633  0.19
C  10.4677  23.0131  -4.3307  -0.50
O  9.5867  22.6176  -3.3076  -0.54
H  11.5672  24.3347  -2.9772  -0.13
H  10.3760  25.1386  -3.8813  -0.52
H  11.8667  24.6072  -4.6870  0.59
H  11.1924  22.2308  -4.5675  0.24
H  9.8913  23.1581  -5.2458  0.37
H  10.0783  22.3629  -2.5177  0.12
C  13.2543  22.7042  3.9586  -1.50
C  12.1577  22.8965  2.8777  0.72
O  12.6088  23.8891  1.9485  -0.54
H  14.2678  22.5738  3.5798  0.36
H  12.9536  21.9356  4.6696  0.38
H  13.3754  23.6366  4.5148  0.30
H  11.2058  23.2193  3.3073  -0.09
H  11.8625  21.9021  2.5297  0.11
H  11.8510  24.2472  1.4677  0.10
C  6.3058  28.6013  -1.4259  0.00
C  4.8920  28.8251  -1.9793  -0.52
O  3.9248  28.1513  -1.1422  -0.55
H  6.4643  28.9664  -0.4124  0.38
H  6.9261  29.2327  -2.0670  -0.03
H  6.6202  27.5626  -1.5320  -0.22
H  4.7934  28.4460  -2.9981  0.18
H  4.6807  29.8927  -1.9223  0.43
H  4.3223  27.2698  -1.1254  0.38

Results
HOMO: -9.525 eV
HOMO-LUMO gap: 9.8 eV
SMILES: NC(N)=O.CCO.CCO.CCO.CCO.CCO.CCO.CCO.CCO.CCO.CCO
Spin multiplicity: 1

---

# 4
One molecule with the formula C6H13NOS in a non-equilibrium geometry. Source: OMol25; level of theory: ωB97M-V with the def2-TZVPD basis set.

Each line ends with the Mulliken charge.
Geometry (Å):
C  0.1951  -0.4662  -0.3712  -0.10
C  -1.5929  0.7345  -1.5684  -1.42
C  -1.2052  1.3218  0.8977  -1.26
C  0.2439  -2.9856  0.0574  -1.02
C  2.5272  0.6002  0.3935  -0.49
C  -0.5281  0.8650  -0.4012  0.48
N  -0.3866  -1.6666  0.0093  0.52
O  -1.5949  -1.5660  0.4451  -0.69
S  1.8773  -0.6846  -0.6733  -0.16
H  -1.1716  0.2556  -2.4436  0.34
H  -2.3025  0.0734  -1.0466  0.33
H  -2.1155  1.6720  -1.6758  0.43
H  -1.9532  0.6406  1.2050  0.32
H  -1.7907  2.1970  0.7877  0.46
H  -0.4446  1.6449  1.6036  0.30
H  1.2126  -2.8001  0.5788  0.37
H  -0.3748  -3.4792  0.7588  0.37
H  0.5825  -3.4355  -0.8901  0.28
H  1.6752  0.8377  0.9443  0.02
H  2.8777  1.5629  -0.0678  0.27
H  3.1449  0.0432  1.0748  0.35
H  0.3086  1.5955  -0.6870  0.29

Results
HOMO (alpha / beta): -7.638 / -7.637 eV
HOMO-LUMO gap (alpha / beta): 8.2 / 8.2 eV
Spin multiplicity: 1

---

So what do the calculations give for ΔE to the lowest compared entry with this formula, charge and spin? Going down the list: 0.000 6.878 0.000 4.132 eV.